C5H37N2O12 | the ωB97M-V functional and the def2-TZVPD basis

Each line ends with the Löwdin charge.
Geometry (Å):
C1 -0.244 2.489 1.207  -0.102
C2 0.840 1.365 1.154  -0.198
C3 2.140 1.894 0.560  -0.195
C4 2.486 1.335 -0.810  -0.140
N1 1.760 2.036 -1.901  0.074
C5 1.093 1.414 -2.853  -0.134
N2 1.092 0.131 -3.029  0.200
H1 -1.197 1.931 1.184  0.043
H2 -0.194 3.107 2.106  0.094
H3 -0.265 3.207 0.395  0.054
H4 0.962 1.073 2.189  0.095
H5 0.424 0.579 0.538  0.107
H6 3.030 1.775 1.187  0.109
H7 2.178 2.995 0.536  0.120
H8 3.525 1.594 -1.064  0.135
H9 2.477 0.261 -0.960  0.117
H10 1.531 3.003 -1.735  0.153
H11 0.704 2.096 -3.601  0.160
H12 1.294 -0.540 -2.289  0.084
H13 0.498 -0.405 -3.645  0.116
H14 3.020 -0.157 2.699  0.019
H15 3.446 0.447 4.029  0.055
O1 3.324 -0.394 3.581  -0.036
H16 -3.522 1.045 1.888  0.046
H17 -2.468 1.887 2.845  0.049
O2 -2.996 1.819 2.053  -0.044
H18 -1.512 -2.712 -1.134  -0.002
H19 -0.594 -3.116 -0.080  0.010
O3 -1.350 -2.520 -0.201  -0.064
H20 -2.552 2.920 -2.429  0.009
H21 -2.301 3.433 -3.816  0.040
O4 -2.331 2.614 -3.324  -0.057
H22 2.391 -2.152 3.020  0.005
H23 0.971 -2.274 3.417  -0.171
O5 1.678 -2.803 3.010  -0.084
H24 -2.736 -2.372 -3.635  0.047
H25 -3.425 -3.265 -2.664  0.074
O6 -2.542 -2.936 -2.873  -0.046
H26 -1.343 -2.131 1.834  0.030
H27 -2.509 -1.450 2.553  0.062
O7 -1.570 -1.369 2.381  -0.036
H28 0.827 -4.947 0.576  0.053
H29 1.621 -3.852 1.083  0.043
O8 1.297 -4.210 0.237  -0.035
H30 -2.229 4.351 -0.494  0.053
H31 -2.131 3.019 0.085  -0.010
O9 -2.769 3.550 -0.430  -0.055
H32 1.096 -3.249 -2.726  0.053
H33 1.306 -3.096 -1.123  -0.010
O10 1.202 -2.665 -1.980  -0.052
H34 -1.869 -0.953 -2.920  0.000
H35 -2.601 0.347 -3.607  0.036
O11 -1.803 -0.157 -3.445  -0.053
H36 -0.113 -1.431 3.488  0.052
H37 0.267 -1.274 4.902  0.117
O12 0.686 -1.286 4.033  0.012

Cartesian forces (eV/Å) of the 3 atoms listed first:
C -0.390 -1.124 0.158
C -0.460 2.173 -0.166
C 0.912 -0.012 0.151

Charge ... +1
F_max ... 0.1291 Eh/bohr
E ... -1224.80258 Eh
Orbital gap ... 10.033 eV
HOMO level ... -12.34 eV

---

C5H37N2O13 | the ωB97M-V functional and the def2-TZVPD basis

Each line ends with the Löwdin charge.
Geometry (Å):
C1 -1.434 2.622 0.477  -0.028
C2 -0.174 1.727 0.127  -0.391
C3 1.037 2.731 0.139  -0.136
C4 2.354 2.323 -0.692  -0.274
N1 2.048 1.604 -1.947  -0.028
N2 -0.088 0.546 0.953  -0.015
C5 1.080 -0.356 0.694  -0.254
O1 0.754 -1.255 -0.372  -0.345
H1 -1.601 2.771 1.548  0.060
H2 -2.357 2.242 -0.035  0.071
H3 -1.192 3.610 0.081  0.058
H4 -0.279 1.491 -0.947  0.095
H5 0.731 3.733 -0.295  0.112
H6 1.430 2.867 1.200  0.112
H7 2.991 1.627 -0.034  0.098
H8 2.878 3.275 -0.947  0.102
H9 1.017 1.461 -1.860  0.037
H10 2.230 2.140 -2.853  0.108
H11 -1.001 0.091 0.800  0.086
H12 1.399 -0.972 1.536  0.104
H13 1.962 0.266 0.306  0.094
H14 -1.867 -4.166 0.027  0.008
H15 -2.081 -2.871 -0.242  -0.016
O2 -2.502 -3.524 0.336  -0.072
H16 -0.244 -0.254 -3.380  -0.054
H17 -1.664 0.089 -3.916  0.127
O3 -0.931 0.324 -3.256  -0.057
H18 -3.073 0.388 -1.621  0.011
H19 -2.388 1.597 -2.184  -0.036
O4 -3.212 1.231 -2.038  -0.030
H20 3.240 -1.058 -1.170  0.018
H21 2.803 -1.749 -2.455  0.031
O5 3.627 -1.583 -1.892  -0.110
H22 2.849 -2.955 -0.652  0.027
H23 2.142 -3.170 0.676  -0.010
O6 2.909 -3.471 0.198  -0.087
H24 -1.788 0.638 3.845  0.018
H25 -2.787 1.801 3.527  0.030
O7 -1.960 1.606 3.916  -0.061
H26 -0.460 2.243 3.522  0.006
H27 0.802 1.688 2.593  -0.004
O8 0.544 2.231 3.373  -0.142
H28 -2.689 -1.466 2.330  0.028
H29 -2.584 -1.388 0.761  0.043
O9 -2.906 -0.865 1.591  -0.110
H30 -0.552 -1.571 4.211  0.125
H31 -0.404 -0.934 2.822  0.014
O10 -0.928 -0.834 3.611  -0.066
H32 -1.297 -0.679 -2.015  -0.036
H33 -0.786 -1.215 -0.818  -0.005
O11 -1.650 -1.256 -1.325  -0.109
H34 1.963 -0.323 -3.021  0.077
H35 1.027 -0.831 -1.806  0.025
O12 1.245 -1.045 -2.829  -0.195
H36 1.162 -4.281 -0.189  0.005
H37 0.305 -3.029 -0.471  0.032
O13 0.348 -3.863 0.065  -0.089

Cartesian forces (eV/Å) of the 3 atoms listed first:
C 0.044 -0.712 -0.711
C 0.044 2.386 -0.395
C 1.862 -0.206 0.384

Charge ... -1
F_max ... 0.1097 Eh/bohr
E ... -1300.34485 Eh
Orbital gap ... 8.591 eV
HOMO level ... -5.86 eV

---

C5H38NO14 | the ωB97M-V functional and the def2-TZVPD basis

Each line ends with the Löwdin charge.
Geometry (Å):
C1 1.863 3.643 1.065  -0.231
O1 2.361 2.601 1.890  -0.100
C2 1.255 2.851 -0.069  -0.180
C3 -0.248 3.248 -0.308  -0.164
C4 -1.047 2.901 0.913  -0.084
C5 -2.008 2.004 0.845  -0.078
N1 -2.517 1.415 2.129  0.162
H1 1.054 4.107 1.607  0.104
H2 2.572 4.273 0.549  0.127
H3 2.540 2.949 2.785  0.123
H4 1.736 3.072 -1.085  0.134
H5 1.427 1.726 0.048  0.101
H6 -0.279 4.297 -0.684  0.136
H7 -0.498 2.674 -1.244  0.101
H8 -0.760 3.402 1.823  0.117
H9 -2.200 1.377 -0.079  0.123
H10 -1.937 1.693 2.956  0.165
H11 -2.356 0.364 2.261  0.113
H12 -3.571 1.555 2.176  0.193
H13 3.002 -0.221 -1.633  0.006
H14 2.390 -0.146 -0.270  -0.028
O2 3.215 -0.357 -0.711  -0.038
H15 -1.697 -1.866 2.741  0.001
H16 -2.403 -1.455 1.515  0.000
O3 -2.552 -1.473 2.453  -0.058
H17 3.066 -2.023 -3.554  0.061
H18 1.818 -1.852 -2.555  0.004
O4 2.157 -2.293 -3.362  -0.059
H19 -0.120 -0.741 0.524  0.025
H20 -0.202 -0.626 -0.991  0.086
O5 0.439 -0.444 -0.200  -0.073
H21 -2.222 -3.385 0.827  0.045
H22 -2.836 -3.726 -0.533  0.043
O6 -2.590 -2.993 0.020  -0.074
H23 -1.201 -2.475 -3.007  0.047
H24 -0.335 -1.449 -3.845  0.037
O7 -0.571 -1.748 -2.971  -0.049
H25 0.731 -2.126 2.844  0.048
H26 -0.331 -2.923 3.641  0.083
O8 -0.174 -2.468 2.806  -0.023
H27 1.264 0.123 3.056  -0.026
H28 1.025 1.494 2.334  -0.010
O9 0.654 0.905 3.027  -0.111
H29 -3.291 1.233 -2.543  0.048
H30 -1.511 1.340 -2.594  0.013
O10 -2.384 1.086 -2.373  -0.023
H31 3.265 -0.696 3.335  0.120
H32 3.078 -0.126 2.028  0.085
O11 2.548 -0.697 2.638  -0.053
H33 -3.116 -1.073 -1.925  0.010
H34 -3.981 -2.235 -2.415  0.055
O12 -3.137 -2.020 -2.032  -0.050
H35 1.791 -3.333 -1.565  -0.007
H36 1.781 -4.200 -0.306  0.033
O13 1.218 -3.891 -1.018  -0.054
H37 0.942 0.998 -4.459  0.032
H38 1.626 0.953 -3.018  0.015
O14 1.119 1.460 -3.656  -0.024

Cartesian forces (eV/Å) of the 3 atoms listed first:
C -0.591 -1.798 -1.089
O 1.255 0.676 1.320
C -0.510 -0.414 -2.599

Charge ... +1
F_max ... 0.0738 Eh/bohr
E ... -1321.07870 Eh
Orbital gap ... 10.522 eV
HOMO level ... -12.97 eV

---

C5H39N2O12 | the ωB97M-V functional and the def2-TZVPD basis

Each line ends with the Löwdin charge.
Geometry (Å):
C1 2.252 0.514 -0.461  -0.233
N1 2.824 -0.752 -0.832  -0.123
C2 4.297 -0.781 -0.627  -0.078
C3 1.718 0.402 1.006  -0.060
N2 0.654 -0.671 0.958  0.043
C4 -0.701 -0.231 0.488  -0.171
C5 -1.415 -1.470 -0.049  -0.042
H1 1.406 0.906 -1.036  0.107
H2 2.826 1.451 -0.485  0.105
H3 2.542 -0.982 -1.775  0.086
H4 4.436 -0.810 0.448  0.073
H5 4.781 0.083 -1.081  0.081
H6 4.622 -1.721 -1.063  0.086
H7 1.141 1.271 1.272  0.086
H8 2.548 0.026 1.588  0.128
H9 0.568 -0.919 1.944  0.100
H10 0.840 -1.532 0.509  0.100
H11 -0.577 0.496 -0.307  0.117
H12 -1.299 0.262 1.247  0.084
H13 -2.313 -1.183 -0.567  0.051
H14 -0.788 -1.774 -0.898  0.071
H15 -1.599 -2.317 0.607  0.085
H16 -1.863 0.752 3.285  -0.006
H17 -1.892 1.837 4.264  0.031
O1 -2.238 0.943 4.153  -0.047
H18 -0.297 -5.054 1.927  0.046
H19 0.140 -3.837 1.157  -0.006
O2 0.387 -4.749 1.326  -0.043
H20 -0.900 -0.991 -5.011  0.044
H21 -1.051 0.456 -4.638  0.040
O3 -1.047 -0.425 -4.244  -0.054
H22 0.699 -2.435 -3.380  0.035
H23 0.899 -3.561 -2.322  0.046
O4 0.996 -2.626 -2.488  -0.041
H24 0.054 3.220 1.245  -0.005
H25 -0.101 3.530 2.814  0.059
O5 -0.108 2.877 2.117  -0.032
H26 2.937 -3.969 1.196  0.047
H27 2.590 -2.759 0.311  -0.007
O6 2.868 -3.009 1.191  -0.052
H28 -3.356 -0.834 -2.751  0.022
H29 -4.461 -1.863 -2.537  0.047
O7 -3.519 -1.718 -2.405  -0.053
H30 -3.231 2.335 -2.901  0.042
H31 -2.444 3.672 -2.381  0.025
O8 -2.409 2.752 -2.649  -0.048
H32 0.013 -2.457 3.817  0.070
H33 0.446 -1.127 4.277  0.063
O9 -0.041 -1.529 3.565  -0.017
H34 -1.852 3.730 -0.113  -0.009
H35 -3.127 4.386 0.354  0.054
O10 -2.296 4.579 -0.095  -0.034
H36 -2.742 2.192 -0.076  -0.009
H37 -3.342 2.142 1.313  0.050
O11 -3.082 1.582 0.579  -0.025
H38 1.704 3.740 -1.347  0.064
H39 1.260 4.382 -0.042  0.050
O12 1.641 3.572 -0.400  -0.040

Cartesian forces (eV/Å) of the 3 atoms listed first:
C -1.176 1.484 1.636
N 0.246 0.624 -0.484
C -1.426 -0.393 -0.273

Charge ... +1
F_max ... 0.0640 Eh/bohr
E ... -1226.02661 Eh
Orbital gap ... 9.509 eV
HOMO level ... -12.01 eV

---

What did the second record say?
C5H37N2O13 | the ωB97M-V functional and the def2-TZVPD basis

Each line ends with the Löwdin charge.
Geometry (Å):
C1 -1.434 2.622 0.477  -0.028
C2 -0.174 1.727 0.127  -0.391
C3 1.037 2.731 0.139  -0.136
C4 2.354 2.323 -0.692  -0.274
N1 2.048 1.604 -1.947  -0.028
N2 -0.088 0.546 0.953  -0.015
C5 1.080 -0.356 0.694  -0.254
O1 0.754 -1.255 -0.372  -0.345
H1 -1.601 2.771 1.548  0.060
H2 -2.357 2.242 -0.035  0.071
H3 -1.192 3.610 0.081  0.058
H4 -0.279 1.491 -0.947  0.095
H5 0.731 3.733 -0.295  0.112
H6 1.430 2.867 1.200  0.112
H7 2.991 1.627 -0.034  0.098
H8 2.878 3.275 -0.947  0.102
H9 1.017 1.461 -1.860  0.037
H10 2.230 2.140 -2.853  0.108
H11 -1.001 0.091 0.800  0.086
H12 1.399 -0.972 1.536  0.104
H13 1.962 0.266 0.306  0.094
H14 -1.867 -4.166 0.027  0.008
H15 -2.081 -2.871 -0.242  -0.016
O2 -2.502 -3.524 0.336  -0.072
H16 -0.244 -0.254 -3.380  -0.054
H17 -1.664 0.089 -3.916  0.127
O3 -0.931 0.324 -3.256  -0.057
H18 -3.073 0.388 -1.621  0.011
H19 -2.388 1.597 -2.184  -0.036
O4 -3.212 1.231 -2.038  -0.030
H20 3.240 -1.058 -1.170  0.018
H21 2.803 -1.749 -2.455  0.031
O5 3.627 -1.583 -1.892  -0.110
H22 2.849 -2.955 -0.652  0.027
H23 2.142 -3.170 0.676  -0.010
O6 2.909 -3.471 0.198  -0.087
H24 -1.788 0.638 3.845  0.018
H25 -2.787 1.801 3.527  0.030
O7 -1.960 1.606 3.916  -0.061
H26 -0.460 2.243 3.522  0.006
H27 0.802 1.688 2.593  -0.004
O8 0.544 2.231 3.373  -0.142
H28 -2.689 -1.466 2.330  0.028
H29 -2.584 -1.388 0.761  0.043
O9 -2.906 -0.865 1.591  -0.110
H30 -0.552 -1.571 4.211  0.125
H31 -0.404 -0.934 2.822  0.014
O10 -0.928 -0.834 3.611  -0.066
H32 -1.297 -0.679 -2.015  -0.036
H33 -0.786 -1.215 -0.818  -0.005
O11 -1.650 -1.256 -1.325  -0.109
H34 1.963 -0.323 -3.021  0.077
H35 1.027 -0.831 -1.806  0.025
O12 1.245 -1.045 -2.829  -0.195
H36 1.162 -4.281 -0.189  0.005
H37 0.305 -3.029 -0.471  0.032
O13 0.348 -3.863 0.065  -0.089

Cartesian forces (eV/Å) of the 3 atoms listed first:
C 0.044 -0.712 -0.711
C 0.044 2.386 -0.395
C 1.862 -0.206 0.384

Charge ... -1
F_max ... 0.1097 Eh/bohr
E ... -1300.34485 Eh
Orbital gap ... 8.591 eV
HOMO level ... -5.86 eV

---

The lowest E belongs to which entry?
C5H38NO14

---

Number 1 is which compound?
C5H37N2O12

---

Which of these has the lowest orbital gap?
C5H37N2O13